Computed, not measured: 12 unconnected molecules or ions with the total composition C3H32N2O11S, with ωB97M-V/def2-TZVPD.

Computed properties:
Multiplicity ... 1
Energy above the lowest of the compared OMol25 structures with the same formula, charge and spin ... 103.7 kJ/mol
Orbital gap ... 9.308 eV
SMILES string ... NCNCCS.O.O.O.O.O.O.O.O.O.O.O

Structure (XYZ):
```
49
Properties=species:S:1:pos:R:3:mulliken_charge:R:1
N 0.46 0.06 2.30 -0.3454
C 0.58 0.90 1.11 -0.7758
N 0.26 0.12 -0.12 1.8751
C -0.12 0.93 -1.30 -0.7117
C -0.43 0.08 -2.60 -1.0190
S -0.09 0.75 -4.29 -0.1991
H 0.48 0.61 3.19 0.2308
H -0.44 -0.42 2.24 0.2207
H 1.73 1.22 1.17 0.0842
H -0.03 1.74 1.17 0.2458
H 1.07 -0.54 -0.34 -0.4307
H 0.67 1.59 -1.59 0.6927
H -1.03 1.50 -1.17 0.5233
H -1.51 -0.14 -2.58 0.0112
H 0.11 -0.90 -2.54 0.2515
H 1.23 0.77 -4.24 0.1124
O 3.02 -1.13 -1.53 -0.7242
H 3.47 -0.82 -0.67 0.4234
H 2.74 -1.99 -1.20 0.3131
O 1.30 -2.81 -0.20 -0.6840
H 1.29 -2.84 0.78 0.5612
H 0.54 -2.32 -0.25 0.0226
O -0.32 3.69 -0.11 -0.6347
H -0.31 4.51 0.35 0.2864
H 0.55 3.46 -0.38 0.2496
O -2.30 2.73 1.44 -0.7729
H -1.44 2.70 1.09 0.2290
H -2.82 3.25 0.76 0.3373
O -1.85 -2.34 2.02 -0.7749
H -1.88 -2.43 1.07 0.4212
H -2.11 -1.44 2.08 0.3447
O 0.80 -2.70 2.44 -0.7783
H -0.18 -2.57 2.41 0.4392
H 1.16 -2.08 3.16 0.3059
O -1.92 -2.53 -0.91 -0.6835
H -2.09 -2.03 -1.73 0.2926
H -1.24 -3.14 -1.28 0.3028
O -3.30 1.11 -1.39 -0.5835
H -3.37 0.64 -0.52 0.3710
H -4.02 0.58 -1.82 0.3202
O -2.68 0.01 1.15 -0.8780
H -1.96 0.01 0.56 0.2454
H -2.87 0.89 1.47 0.3851
O 2.84 1.48 -1.05 -0.5651
H 2.50 0.62 -1.26 0.2842
H 3.41 1.96 -1.61 0.2326
O 3.43 -1.05 1.15 -0.5757
H 2.64 -0.76 1.61 0.2444
H 4.02 -0.94 1.92 0.2769
```

***

Computed, not measured: 13 unconnected molecules or ions with the total composition C3H32NO14, with ωB97M-V/def2-TZVPD.

Computed properties:
Multiplicity ... 2
Energy above the lowest of the compared OMol25 structures with the same formula, charge and spin ... 40.0 kJ/mol
Orbital gap (spin up / spin down) ... 2.487 / 10.701 eV

Structure (XYZ):
```
50
Properties=species:S:1:pos:R:3:mulliken_charge:R:1
O -2.42 2.58 -2.12 -0.4089
C -1.42 1.63 -1.92 -0.0114
C -0.17 2.24 -1.29 -0.1757
N -0.34 2.46 0.18 0.1748
C -0.97 3.76 0.54 -1.0975
O -1.63 0.53 -2.34 -0.3290
H -3.27 2.12 -2.17 0.3470
H 0.05 3.22 -1.70 0.4992
H 0.66 1.40 -1.37 -0.0106
H -0.78 1.67 0.70 0.0380
H 0.66 2.39 0.60 0.3422
H -2.04 3.71 0.51 0.3737
H -0.52 4.56 -0.02 0.4149
H -0.83 3.98 1.61 0.3526
H -1.50 -3.63 -0.97 0.2554
H -1.74 -4.51 0.38 0.2944
O -1.65 -3.64 -0.02 -0.4618
H -2.32 -2.99 2.68 0.2012
H -3.53 -2.25 2.63 0.1443
O -2.61 -2.13 2.32 -0.1840
H 4.27 -1.12 -0.07 0.3295
H 3.74 -1.59 1.16 0.3443
O 4.17 -0.76 0.83 -0.7619
H 3.03 -3.06 1.54 0.3950
H 1.76 -3.05 0.86 0.1960
O 2.71 -3.04 0.62 -0.5865
H 0.18 -2.02 -0.30 0.1282
H -0.91 -1.03 -0.81 0.3199
O -0.14 -1.11 -0.22 -0.7842
H -2.00 -0.51 1.40 0.1556
H -2.56 -0.22 0.02 0.1006
O -2.30 0.21 0.84 -0.5514
H 1.60 0.59 1.46 0.2150
H 1.58 1.54 2.60 0.1827
O 1.25 1.47 1.69 -0.5733
H -0.07 -0.76 1.67 0.0474
H 0.12 -1.07 3.08 0.1741
O 0.68 -0.85 2.31 -0.1151
H 3.24 0.43 -0.53 0.1723
H 3.47 1.99 -0.74 0.2017
O 2.89 1.25 -0.93 -0.3632
H 1.85 -1.18 -2.28 0.2837
H 3.08 -0.58 -2.89 0.3776
O 2.49 -1.34 -2.98 -0.6942
H -1.44 1.32 4.44 0.1823
H -2.24 1.01 3.07 0.1574
O -1.38 1.10 3.50 -0.2581
H -0.07 -1.58 -3.83 0.3217
H 0.24 -1.48 -2.24 0.1046
O -0.28 -1.87 -2.95 -0.4608
```

***

Computed, not measured: 13 unconnected molecules or ions with the total composition C3H32O13S2, with ωB97M-V/def2-TZVPD.

Computed properties:
Multiplicity ... 1
Energy above the lowest of the compared OMol25 structures with the same formula, charge and spin ... 0.0 kJ/mol
Orbital gap ... 8.653 eV

Structure (XYZ):
```
50
Properties=species:S:1:pos:R:3:mulliken_charge:R:1
C 0.10 -0.73 0.12 1.3601
C 1.25 -1.00 -0.86 -0.7960
O 1.32 -2.41 -1.13 -0.7327
C 0.14 0.71 0.59 -0.4997
S -0.19 0.91 2.38 -0.0273
S -2.10 1.45 2.64 -0.2126
H 0.12 -1.54 0.95 0.5035
H -0.86 -0.97 -0.38 -0.5402
H 1.14 -0.47 -1.80 0.4675
H 2.23 -0.81 -0.41 -0.1021
H 0.97 -2.56 -2.04 0.5502
H -0.54 1.35 0.10 0.6467
H 1.10 1.23 0.44 -0.4151
H -2.83 0.33 2.41 0.1321
H 2.87 3.61 1.68 0.2656
H 2.92 2.20 0.99 0.3574
O 2.66 3.12 0.88 -0.6578
H -4.34 -0.03 -0.02 0.2422
H -2.88 0.17 -0.57 0.3964
O -3.41 -0.21 0.17 -0.5387
H -1.46 -3.10 -1.19 0.4362
H -0.11 -3.31 -0.56 0.4924
O -1.03 -3.57 -0.49 -0.8480
H -0.31 3.87 0.46 0.2972
H 1.13 3.56 0.11 0.3398
O 0.30 3.73 -0.28 -0.6676
H -2.54 1.07 -2.65 0.2271
H -1.20 0.96 -2.03 0.2657
O -2.10 0.56 -2.07 -0.5974
H -0.63 -2.46 -3.36 0.4570
H 0.52 -1.69 -4.00 0.3001
O 0.32 -2.53 -3.62 -0.7631
H 4.49 0.44 1.02 0.2826
H 3.10 -0.23 1.29 0.3122
O 3.51 0.58 0.94 -0.6383
H 0.13 2.70 -1.66 0.4268
H 1.13 1.64 -2.03 0.2903
O 0.17 1.90 -2.22 -0.8058
H -1.72 -3.02 1.02 0.3891
H -2.56 -1.84 1.32 0.2416
O -2.03 -2.45 1.71 -0.7098
H 1.84 -1.66 2.54 0.3544
H 2.16 -2.26 1.18 0.3587
O 2.54 -1.72 1.90 -0.7771
H 2.91 2.43 -1.29 0.3726
H 3.07 1.04 -0.63 0.3296
O 2.71 1.52 -1.45 -0.7502
H -2.11 -1.22 -2.38 0.4204
H -2.96 -2.38 -2.80 0.2690
O -2.08 -2.10 -2.48 -0.7052
```

***

Computed, not measured: a molecular structure, C3H33BeO14, with ωB97M-V/def2-TZVPD.

Computed properties:
Multiplicity ... 1
Energy above the lowest of the compared OMol25 structures with the same formula, charge and spin ... 10.7 kJ/mol
Orbital gap ... 8.918 eV
Total charge ... +1

Structure (XYZ):
```
51
Properties=species:S:1:pos:R:3:mulliken_charge:R:1
Be -0.97 1.34 -1.50 0.0449
C 0.97 -1.13 -1.91 -1.4788
C 0.61 -0.61 -0.55 1.1141
C 1.73 0.21 0.06 -1.7172
O -0.54 0.21 -0.61 0.2736
H 0.77 -0.48 -2.74 0.3269
H 0.36 -2.00 -2.24 0.1980
H 1.99 -1.48 -1.97 0.4319
H 0.27 -1.49 0.06 -0.3450
H 2.60 -0.41 0.21 0.5997
H 1.38 0.55 1.00 0.2252
H 2.04 1.09 -0.44 0.4384
O 1.87 -2.78 1.90 -0.6993
H 1.32 -2.41 2.60 0.2938
H 2.42 -2.03 1.62 0.2806
O -0.18 -4.41 1.34 -0.7489
H -0.87 -4.41 2.00 0.3227
H 0.42 -3.65 1.51 0.4121
O -1.81 -2.88 -0.12 -0.7083
H -1.32 -3.55 0.25 0.5244
H -1.04 -2.55 -0.62 0.0746
O 0.12 2.47 -1.95 -0.0454
H 0.79 2.96 -1.48 0.3230
H -0.23 3.24 -2.49 0.3160
O -1.77 0.95 -3.00 -0.1897
H -2.55 1.38 -3.41 0.3203
H -1.88 -0.03 -3.24 0.3851
O -2.16 2.25 -0.69 -0.1329
H -2.99 1.85 -0.43 0.2214
H -2.41 3.15 -0.77 0.3284
O 1.76 4.08 -0.68 -0.6079
H 1.64 4.98 -0.69 0.3030
H 1.25 3.78 0.04 0.3720
O -3.33 -0.49 -0.34 -0.5926
H -2.75 -1.10 0.12 0.2919
H -4.19 -0.35 0.11 0.2916
O -1.16 -0.43 2.38 -0.6667
H -0.86 -0.39 1.46 0.0767
H -0.78 -1.17 2.81 0.2731
O 1.45 1.75 3.35 -0.6239
H 2.15 1.26 3.81 0.2401
H 1.89 2.29 2.69 0.2958
O -2.22 -1.62 -3.37 -0.5745
H -2.91 -1.58 -4.08 0.2769
H -1.85 -2.47 -3.54 0.2826
O 3.92 -1.12 2.67 -0.6120
H 3.74 -0.19 2.72 0.2935
H 3.64 -1.55 3.43 0.3115
O -0.01 2.86 1.24 -0.4974
H -0.29 3.74 1.42 0.2193
H -0.05 2.42 2.08 0.2571
```

***

Computed, not measured: 13 unconnected molecules or ions with the total composition C3H33NO14, with ωB97M-V/def2-TZVPD.

Computed properties:
Multiplicity ... 2
Energy above the lowest of the compared OMol25 structures with the same formula, charge and spin ... 0.0 kJ/mol
Orbital gap (spin up / spin down) ... 11.786 / 5.814 eV
Total charge ... +1

Structure (XYZ):
```
51
Properties=species:S:1:pos:R:3:mulliken_charge:R:1
C -0.63 1.63 -0.18 -0.9991
O -0.77 2.62 0.83 -0.7002
C 0.53 0.71 0.19 2.4217
C 0.08 -0.73 0.48 -0.4119
O 1.17 -1.46 1.04 -0.7828
N 1.63 0.69 -0.80 -0.2848
H -1.55 1.11 -0.32 0.3083
H -0.45 2.24 -1.08 0.4716
H -0.86 2.22 1.76 0.4492
H 0.96 1.13 1.10 -0.6469
H -0.23 -1.25 -0.45 0.1027
H -0.68 -0.78 1.23 -0.1006
H 1.95 -1.20 0.50 0.4518
H 1.48 -0.04 -1.56 0.1647
H 1.77 1.55 -1.29 0.4033
H -2.53 -1.77 -2.59 0.3181
H -2.34 -1.25 -1.25 0.2420
O -2.09 -1.07 -2.13 -0.6015
H 0.85 0.56 -3.45 0.4353
H -0.21 1.66 -3.23 0.4220
O 0.77 1.54 -3.31 -0.7120
H 0.84 -2.03 -2.85 0.3972
H -0.45 -1.13 -2.75 0.3746
O 0.47 -1.13 -3.01 -0.7097
H 2.74 2.46 1.65 0.4796
H 3.13 1.23 0.79 0.3542
O 3.21 1.57 1.70 -0.7993
H 2.06 -3.95 -2.58 0.3238
H 1.02 -3.85 -1.43 0.4140
O 1.16 -3.63 -2.42 -0.7395
H 1.74 4.42 0.77 0.3193
H 0.70 3.39 1.14 0.4556
O 1.61 3.72 1.40 -0.7067
H 1.53 -0.61 2.58 0.3540
H 2.28 0.66 2.83 0.4675
O 1.60 0.07 3.22 -0.8729
H 1.02 -3.12 0.65 0.3998
H 0.03 -4.24 0.47 0.3049
O 0.87 -4.00 0.22 -0.7405
H -2.71 -1.17 1.18 0.4079
H -3.93 -1.86 0.32 0.3033
O -2.91 -1.68 0.34 -0.7088
H -0.70 1.87 3.96 0.2907
H 0.21 0.83 3.23 0.3604
O -0.68 1.30 3.18 -0.7245
H -2.02 0.58 -2.62 0.4495
H -2.45 1.66 -3.60 0.3116
O -1.90 1.50 -2.82 -0.6950
H -2.72 -0.90 3.48 0.3291
H -1.96 0.28 2.81 0.3726
O -2.69 -0.38 2.66 -0.7239
```

***

Computed, not measured: 15 unconnected molecules or ions with the total composition C3H34NO16, with ωB97M-V/def2-TZVPD.

Computed properties:
Multiplicity ... 1
Energy above the lowest of the compared OMol25 structures with the same formula, charge and spin ... 389.3 kJ/mol
Orbital gap ... 8.667 eV
Total charge ... -1

Structure (XYZ):
```
54
Properties=species:S:1:pos:R:3:mulliken_charge:R:1
O -0.99 -1.69 -0.30 -0.3595
C -0.25 -1.12 0.55 -0.0480
O 0.92 -0.71 0.33 -0.6518
C -0.75 -0.88 2.02 1.4945
C -0.90 -2.26 2.62 -1.4956
N -1.98 -0.06 1.93 -0.6371
H 0.07 -0.32 2.46 -0.0779
H -1.69 -2.38 3.37 0.4178
H -1.25 -2.94 1.81 0.2915
H 0.01 -2.69 3.06 0.2732
H -2.30 -0.09 0.97 0.0704
H -2.80 -0.40 2.42 0.2453
H -3.66 -2.71 -0.10 0.3372
H -2.24 -2.71 -0.75 0.3404
O -3.18 -2.96 -0.89 -0.7465
H -0.17 -3.30 -1.09 0.3295
H 0.35 -4.53 -0.47 0.2998
O 0.64 -3.84 -1.06 -0.6467
H 2.34 0.21 3.03 0.3101
H 1.95 -0.55 1.70 0.4213
O 2.29 -0.66 2.62 -0.6814
H 2.88 -1.00 -1.74 0.3102
H 2.44 0.04 -0.78 0.3079
O 3.11 -0.11 -1.46 -0.7307
H 2.26 2.65 -3.32 0.2752
H 1.82 3.05 -1.75 0.3773
O 1.92 3.22 -2.64 -0.6592
H 0.33 2.61 -0.30 0.1030
H 0.65 1.21 -0.05 0.3695
O 1.01 2.10 0.19 -0.5520
H -0.19 -0.62 -1.76 -0.0896
H 0.57 0.38 -2.53 0.3357
O -0.14 0.34 -1.88 -0.0903
H 2.94 2.63 2.53 0.3412
H 1.63 3.46 2.39 0.3040
O 2.40 3.29 2.93 -0.6524
H -4.14 0.06 -1.17 0.3286
H -2.98 -0.67 -0.65 0.1845
O -3.70 -0.11 -0.33 -0.6975
H 4.01 0.53 1.15 0.4283
H 2.95 1.17 0.47 0.1213
O 3.56 1.39 1.17 -0.6779
H -0.78 1.29 4.40 0.2855
H -1.54 1.34 3.07 0.3997
O -1.68 1.25 4.06 -0.6619
H -1.59 -0.20 -3.81 0.3072
H -1.66 1.17 -3.17 0.3256
O -2.14 0.58 -3.75 -0.6837
H 1.21 -1.76 -3.19 0.2083
H 0.21 -2.25 -4.36 0.2531
O 0.34 -1.71 -3.59 -0.5088
H -1.27 3.20 -1.41 0.3288
H -0.08 4.12 -1.82 0.3265
O -0.74 3.95 -1.14 -0.7035
```

***

Computed, not measured: 14 unconnected molecules or ions with the total composition C3H35N2O14S2, with ωB97M-V/def2-TZVPD.

Computed properties:
Multiplicity ... 1
Orbital gap ... 7.932 eV
Total charge ... +1

Structure (XYZ):
```
56
Properties=species:S:1:pos:R:3:mulliken_charge:R:1
S -1.66 -3.77 0.13 -0.1226
S -2.81 -2.63 1.40 -0.0730
C -3.54 -1.34 0.20 -1.2924
C -2.58 -0.19 0.07 0.4130
C -1.12 -0.55 -0.21 -0.1135
N -0.85 -0.74 -1.50 1.0167
O -0.32 -0.79 0.67 -0.4892
N -2.54 0.65 1.29 -0.0927
H -1.31 -2.83 -0.75 0.1799
H -3.65 -1.90 -0.72 0.4562
H -4.41 -1.04 0.78 0.4864
H -3.03 0.45 -0.70 0.3823
H -1.41 -0.76 -2.34 0.2737
H 0.10 -0.91 -1.77 -0.9909
H -1.73 0.37 1.97 0.3014
H -2.29 1.63 1.06 0.3750
H -3.39 0.54 1.83 0.3976
H -1.59 3.00 -0.82 0.3563
H -3.20 3.44 -0.80 0.2272
O -2.52 2.80 -0.59 -0.5929
H 2.31 0.49 -3.45 0.2806
H 1.60 -1.35 -1.79 0.2136
O 1.49 -2.27 -2.06 -0.7097
H -0.82 -2.84 -4.33 0.2871
H 0.18 -2.29 -3.33 0.3054
O -0.55 -2.02 -3.92 -0.6000
H 1.34 -4.16 1.23 0.2679
H 2.12 -2.79 0.94 0.4041
O 1.61 -3.53 0.58 -0.6262
H 2.39 0.65 -1.96 0.3001
H -0.36 0.60 -4.14 0.2505
O 1.78 0.35 -2.66 -0.5104
H -0.25 -0.30 3.27 0.3069
H -0.47 1.13 3.56 0.3261
O -0.96 0.35 3.26 -0.5901
H -1.03 4.18 3.35 0.2875
H -0.33 4.38 2.05 0.2866
O -0.78 3.70 2.55 -0.5554
H -1.95 0.73 -4.40 0.2626
H 1.55 -2.78 -1.23 0.4442
O -1.21 0.92 -3.84 -0.5503
H 3.08 -0.26 2.22 0.4976
H 4.47 0.44 1.89 0.2176
O 3.58 0.31 1.63 -0.6868
H 4.12 1.99 -0.68 0.2597
H 3.02 1.19 0.04 0.3803
O 3.24 1.66 -0.78 -0.6645
H 2.28 -1.95 3.00 0.2922
H 3.55 -1.78 2.10 0.3544
O 2.61 -1.60 2.18 -0.7161
H 1.60 1.08 2.71 0.3127
H 2.22 1.53 4.01 0.2997
O 1.45 1.07 3.67 -0.7149
H 0.81 3.20 -1.60 0.2588
H 0.21 1.82 -1.78 0.3466
O 0.00 2.71 -1.48 -0.6166
```

***

Computed, not measured: 15 unconnected molecules or ions with the total composition C3H35NO16S, with ωB97M-V/def2-TZVPD.

Computed properties:
Multiplicity ... 2
Orbital gap (spin up / spin down) ... 9.157 / 3.852 eV
Total charge ... +1

Structure (XYZ):
```
56
Properties=species:S:1:pos:R:3:mulliken_charge:R:1
O -0.21 -0.59 0.15 -0.2581
C 0.73 -1.16 0.67 0.2199
O 1.96 -1.18 0.13 -0.4684
C 0.85 -1.58 2.22 0.3427
C 0.42 -0.32 2.93 -0.5761
S 1.24 -0.24 4.65 0.1313
N 0.23 -2.78 2.32 -0.3093
H 2.14 -0.52 -0.60 0.2886
H 2.02 -1.66 2.50 0.1718
H -0.65 -0.10 3.00 0.0213
H 0.95 0.48 2.45 0.3882
H 0.00 0.00 5.21 0.2842
H 0.01 -3.11 1.42 0.3901
H -0.63 -2.91 2.81 0.2376
H -3.68 -3.12 1.84 0.2464
H -3.36 -3.99 0.91 0.2481
O -2.95 -3.31 1.33 -0.4513
H -3.07 -1.67 -0.54 0.2910
H -1.75 -1.12 -0.02 0.2998
O -2.26 -1.18 -0.94 -0.7180
H -0.55 -0.57 -4.01 0.3870
H -0.35 -1.52 -5.11 0.2860
O 0.13 -1.03 -4.46 -0.6538
H 1.97 3.49 -3.12 0.3217
H 3.27 3.01 -2.22 0.2933
O 2.52 3.64 -2.36 -0.6088
H 2.61 0.42 -2.44 0.3377
H 4.14 0.12 -2.47 0.2896
O 3.43 0.56 -1.97 -0.6240
H -2.67 -1.33 4.25 0.2665
H -3.42 0.01 3.83 0.3216
O -3.31 -0.95 3.65 -0.5790
H 0.45 1.51 0.87 0.1090
H -0.23 2.81 0.07 0.3160
O -0.30 1.94 0.51 -0.4527
H 2.93 3.31 1.68 0.2997
H 2.84 2.81 0.14 0.3036
O 3.18 2.68 1.02 -0.6341
H 0.53 4.57 -1.78 0.3661
H -0.41 3.46 -2.09 0.3083
O -0.32 4.11 -1.42 -0.7082
H -0.32 0.90 -1.14 0.4170
H -1.43 0.10 -1.53 0.5632
O -0.85 0.81 -1.89 -0.6878
H 0.55 1.42 -2.91 0.3353
H 1.08 0.81 -4.26 0.3078
O 1.19 1.57 -3.70 -0.6467
H 2.05 -4.16 1.41 0.3006
H 3.23 -3.69 0.61 0.3379
O 2.24 -4.01 0.50 -0.5901
H -3.42 1.82 2.96 0.3346
H -2.08 1.26 2.19 0.3638
O -2.47 1.60 3.10 -0.7434
H -2.45 -1.00 -2.89 0.2583
H -2.79 0.29 -3.74 0.3651
O -2.96 -0.71 -3.77 -0.6409
```

***

no.,strongest force on any atom (eV/Å)
1,3.962
2,3.218
3,6.205
4,4.301
5,3.551
6,4.100
7,3.267
8,5.365